Entry 1:
The following is a quantum chemistry calculation of a single C4H6BrNO3 molecule at a distorted geometry, from OMol25.

Results
Energy above the lowest of the compared OMol25 structures with the same formula, charge and spin (eV): 1.095
Structure (SMILES): C[C@](Br)(CC=O)[N+](=O)[O-]
Charge: 0

XYZ file:
```
15
C4H6BrNO3 the ωB97M-V functional and the def2-TZVPD basis
C 1.2699 0.9545 -0.4098
C -0.1143 0.5891 -0.0284
Br -1.0302 2.3310 0.6537
C -0.4495 -0.4800 0.9662
C -0.0055 -1.8568 0.5554
O 0.7749 -2.0845 -0.3259
N -0.9598 0.3347 -1.2051
O -0.5136 0.8094 -2.2307
O -1.9714 -0.2037 -0.9927
H 1.2567 1.7706 -1.1814
H 1.6983 1.1191 0.6816
H 1.9094 0.0806 -0.8256
H 0.1130 -0.1947 1.8048
H -1.5258 -0.5748 1.3632
H -0.4521 -2.5945 1.1746
```

Atomic partial charges in e from the Löwdin method, atoms 1 to 8:
1 C -0.108
2 C -0.709
3 Br 0.709
4 C -0.188
5 C -0.229
6 O 0.087
7 N -0.466
8 O 0.079

Entry 2:
The following is a quantum chemistry calculation of 2 unconnected molecules or ions with the total composition C6H16O at a distorted geometry, from OMol25.

Results
Energy above the lowest of the compared OMol25 structures with the same formula, charge and spin (eV): 0.755
Structure (SMILES): CC(C)C.CCO
Charge: 0

XYZ file:
```
23
C6H16O the ωB97M-V functional and the def2-TZVPD basis
C -0.9172 -0.0069 1.6263
C 0.2001 0.9741 1.3273
C -0.3736 2.3102 0.8540
C 1.2692 1.1036 2.4041
H -1.6157 -0.2225 0.8362
H -1.5822 0.3140 2.4459
H -0.5437 -0.9801 1.9513
H 0.7090 0.5243 0.4664
H -0.8832 2.8186 1.6815
H 0.4198 2.9285 0.4327
H -1.1889 2.0934 0.1507
H 0.9805 1.8631 3.1437
H 1.4279 0.1585 2.9237
H 2.2129 1.4593 1.9836
C -0.6105 -2.4991 -2.6456
C 0.1380 -1.3251 -2.0234
O 1.2834 -1.0576 -2.8658
H -1.4621 -2.7981 -2.0559
H 0.1606 -3.2314 -2.8896
H -1.0323 -2.1873 -3.5964
H -0.4396 -0.4121 -1.8778
H 0.5846 -1.6883 -1.1049
H 1.2627 -0.1388 -3.1678
```

Atomic partial charges in e from the Löwdin method, atoms 1 to 8:
1 C -0.105
2 C -0.508
3 C -0.087
4 C -0.082
5 H 0.060
6 H 0.083
7 H 0.073
8 H 0.109

Entry 3:
The following is a quantum chemistry calculation of 2 unconnected molecules or ions with the total composition C5H12 at a distorted geometry, from OMol25.

Results
Energy above the lowest of the compared OMol25 structures with the same formula, charge and spin (eV): 3.611
Structure (SMILES): C=CC.CC
Charge: 0

XYZ file:
```
17
C5H12 the ωB97M-V functional and the def2-TZVPD basis
C 3.8043 -0.8410 0.4342
C 2.9135 -1.8079 0.8277
C 1.7336 -1.5034 1.6432
H 4.4862 -0.6823 -0.3724
H 3.8991 -0.0479 1.2341
H 3.4077 -2.7811 0.5247
H 2.0033 -1.2657 2.6898
H 1.2372 -0.5204 1.2106
H 0.9209 -2.2257 1.7260
C -4.0426 1.3427 -1.8824
C -3.3614 2.2087 -0.8248
H -3.5547 0.6796 -2.5177
H -4.6382 2.0187 -2.5530
H -4.9062 0.8088 -1.4269
H -3.3862 1.9687 0.3208
H -2.2571 2.2332 -1.1867
H -3.4967 3.4187 -0.8366
```

Atomic partial charges in e from the Löwdin method, atoms 1 to 8:
1 C -0.038
2 C -0.273
3 C -0.148
4 H 0.033
5 H 0.067
6 H 0.106
7 H 0.076
8 H 0.117

The records above give, respectively, E_tot values of -81916.22647 -8528.47805 -5376.32841 eV.
The records above give, respectively, HOMO values of -10.493 -10.235 -8.695 eV.
The records above give, respectively, LUMO energy values of -0.71 0.80 0.98 eV.